Record 1
C34H39BN12OTi as an isolated structure in a non-equilibrium geometry, computed with ωB97M-V/def2-TZVPD.

Values from the calculation:
highest occupied orbital energy (alpha / beta)	-9.389 / -9.397	eV
HOMO-LUMO gap (alpha / beta)	7.2 / 7.2	eV
F_max	1.2	eV/Å
spin multiplicity	2
total charge	+1

CARTESIAN COORDINATES (ANGSTROEM)
Ti (-0.005, 0.107, 0.142)
C (2.791, -2.653, -1.840)
C (1.500, -2.142, -1.700)
N (1.421, -1.340, -0.646)
N (2.668, -1.286, -0.104)
C (3.496, -2.087, -0.807)
B (2.883, -0.773, 1.357)
N (1.864, -1.539, 2.221)
C (1.986, -2.380, 3.261)
C (0.737, -2.880, 3.561)
C (-0.113, -2.263, 2.646)
N (0.554, -1.457, 1.825)
N (2.540, 0.769, 1.532)
C (3.233, 1.703, 2.174)
C (2.471, 2.866, 2.243)
C (1.292, 2.533, 1.610)
N (1.325, 1.263, 1.182)
N (4.347, -0.924, 1.698)
C (5.357, -0.299, 1.032)
C (6.541, -0.735, 1.565)
C (6.151, -1.641, 2.574)
N (4.838, -1.758, 2.651)
H (3.156, -3.334, -2.590)
H (0.631, -2.314, -2.316)
H (4.525, -2.208, -0.513)
H (2.957, -2.566, 3.686)
H (0.477, -3.578, 4.337)
H (-1.182, -2.355, 2.557)
H (4.219, 1.489, 2.555)
H (2.741, 3.804, 2.696)
H (0.419, 3.139, 1.439)
H (5.150, 0.387, 0.222)
H (7.537, -0.447, 1.274)
H (6.775, -2.212, 3.245)
N (-2.275, 3.765, -0.002)
C (-1.252, 3.022, -0.493)
N (-0.351, 3.578, -1.309)
O (-1.153, 1.821, -0.180)
H (-2.209, 4.769, -0.030)
H (-2.723, 3.372, 0.811)
H (-0.526, 4.447, -1.784)
H (0.290, 2.897, -1.721)
C (-4.338, 0.704, -0.475)
N (-4.519, -0.784, -0.520)
C (-5.904, -1.148, -0.096)
C (-3.430, -1.567, 0.257)
C (-3.025, -0.849, 1.502)
C (-3.929, -0.927, 2.573)
C (-3.732, -0.179, 3.716)
C (-2.609, 0.643, 3.767)
C (-1.700, 0.661, 2.723)
C (-1.833, -0.101, 1.538)
H (-5.088, 1.139, -1.132)
H (-3.335, 0.944, -0.809)
H (-4.481, 1.016, 0.555)
H (-4.415, -1.054, -1.496)
H (-6.054, -0.771, 0.911)
H (-6.007, -2.229, -0.121)
H (-6.604, -0.678, -0.782)
H (-2.609, -1.675, -0.447)
H (-3.872, -2.547, 0.431)
H (-4.787, -1.590, 2.518)
H (-4.423, -0.240, 4.546)
H (-2.423, 1.239, 4.652)
H (-0.811, 1.268, 2.875)
C (4.867, 1.597, -2.704)
C (4.098, 0.712, -3.450)
C (2.753, 0.523, -3.166)
C (2.136, 1.221, -2.129)
C (2.909, 2.119, -1.397)
C (4.258, 2.304, -1.677)
N (0.784, 0.988, -1.750)
C (-0.130, 0.660, -2.723)
C (-0.197, 1.200, -4.026)
C (-1.232, 0.889, -4.882)
C (-2.255, 0.011, -4.508)
C (-2.198, -0.549, -3.248)
C (-1.157, -0.236, -2.383)
H (5.916, 1.740, -2.927)
H (4.551, 0.150, -4.258)
H (2.179, -0.190, -3.745)
H (2.450, 2.685, -0.596)
H (4.829, 3.014, -1.088)
H (0.588, 1.875, -4.346)
H (-1.250, 1.332, -5.870)
H (-3.047, -0.252, -5.196)
H (-2.930, -1.306, -2.981)
H (-1.131, -0.735, -1.413)

---

Record 2
C34H39BeClN4O2P2 as an isolated structure in a non-equilibrium geometry, computed with ωB97M-V/def2-TZVPD.

Values from the calculation:
highest occupied orbital energy	-8.388	eV
HOMO-LUMO gap	8.0	eV
F_max	2.8	eV/Å
total charge	0

CARTESIAN COORDINATES (ANGSTROEM)
Be (-0.024, -1.029, 0.885)
C (-1.396, 1.970, -0.723)
C (-1.586, 0.904, -1.499)
C (-1.061, 0.746, -2.889)
C (0.211, -0.136, -2.999)
C (1.208, 0.016, -1.911)
C (1.527, 1.182, -1.294)
C (0.984, 2.522, -1.629)
C (-0.274, 2.958, -0.828)
C (1.631, -1.402, 0.879)
H (-2.062, 2.168, 0.118)
H (-2.095, -0.009, -1.131)
H (-0.852, 1.723, -3.346)
H (-1.850, 0.244, -3.478)
H (-0.095, -1.197, -3.044)
H (0.713, 0.044, -3.969)
H (1.680, -0.918, -1.614)
H (2.097, 1.168, -0.364)
H (0.792, 2.612, -2.700)
H (1.788, 3.234, -1.373)
H (0.052, 3.232, 0.192)
H (-0.683, 3.882, -1.273)
H (2.094, -1.222, 1.850)
H (2.250, -0.933, 0.112)
H (1.648, -2.485, 0.707)
P (1.273, -1.172, -8.538)
P (-1.710, -0.665, -8.177)
N (2.688, -0.211, -8.389)
N (2.139, -2.397, -9.478)
N (-2.047, 1.009, -7.861)
N (-3.363, -1.021, -8.526)
C (0.449, -0.213, -9.923)
C (-1.062, -0.488, -9.936)
C (3.100, 0.423, -7.204)
C (4.142, 1.284, -7.496)
C (4.408, 1.184, -8.912)
C (3.506, 0.252, -9.432)
C (2.286, -3.713, -9.007)
C (2.674, -4.531, -10.058)
C (2.789, -3.703, -11.230)
C (2.488, -2.396, -10.833)
C (-1.869, 1.625, -6.612)
C (-1.938, 2.998, -6.771)
C (-2.171, 3.260, -8.165)
C (-2.262, 2.024, -8.801)
C (-4.297, -0.303, -9.291)
C (-5.399, -1.117, -9.540)
C (-5.141, -2.384, -8.900)
C (-3.910, -2.298, -8.290)
H (0.869, -0.478, -10.901)
H (0.664, 0.856, -9.752)
H (-1.592, 0.301, -10.486)
H (-1.316, -1.437, -10.440)
H (2.596, 0.188, -6.273)
H (4.646, 1.959, -6.807)
H (5.138, 1.750, -9.477)
H (3.380, -0.108, -10.438)
H (2.107, -3.929, -7.960)
H (2.867, -5.601, -10.020)
H (3.054, -4.027, -12.233)
H (2.519, -1.475, -11.404)
H (-1.729, 1.013, -5.726)
H (-1.852, 3.760, -5.996)
H (-2.269, 4.228, -8.648)
H (-2.489, 1.795, -9.836)
H (-4.114, 0.719, -9.577)
H (-6.272, -0.855, -10.133)
H (-5.794, -3.260, -8.943)
H (-3.347, -3.017, -7.702)
Cl (-1.399, 0.758, 7.991)
C (-1.488, 0.331, 6.333)
C (-1.544, -1.031, 5.986)
C (-1.582, -1.354, 4.629)
C (-1.499, -0.349, 3.665)
C (-1.408, 0.993, 4.027)
C (-1.363, 1.347, 5.371)
C (-1.301, -0.690, 2.263)
O (-1.384, -1.825, 1.666)
O (-0.726, 0.249, 1.496)
H (-1.590, -1.785, 6.775)
H (-1.628, -2.387, 4.320)
H (-1.317, 1.732, 3.252)
H (-1.270, 2.384, 5.692)

---

Q: Among the records above, which one has the highest F_max?
A: C34H39BeClN4O2P2